The following is a quantum chemistry calculation of 17 unconnected molecules or ions with the total composition C43H64N17O, from the OMol25 dataset.

E_tot = -72996.4712 eV
HOMO = -0.0709 hartree
orbital gap = 3.1 eV
charge = -1

Geometry as XYZ:
```
125
Properties=species:S:1:pos:R:3:forces:R:3:mulliken_charge:R:1
C -0.929370 -3.649286 2.045295 -0.8 1.2 -1.1 -0.717
C -1.125046 -2.304059 1.183106 -1.3 2.5 -1.2 0.362
C -0.276126 -1.926910 -0.012594 -1.8 1.3 0.7 -0.826
C -0.501292 -0.648021 -0.804438 -2.3 -0.1 2.2 -0.203
C -1.647919 0.309788 -0.430023 0.8 -3.4 2.0 -0.596
C -2.537040 -0.089475 0.759796 1.8 -0.7 0.2 0.653
C -3.801045 0.795166 1.229223 0.2 -0.7 -1.4 -0.929
N -4.963934 0.266989 0.497369 -0.1 0.1 1.9 -0.266
C -5.925183 -0.411379 1.381814 0.0 0.6 -1.0 -0.863
C -6.133987 -1.974483 1.088801 -1.1 -0.9 0.0 1.179
C -7.325117 -2.292662 0.050128 0.7 -0.1 0.3 -0.743
O -4.964002 -2.665607 0.601955 -0.1 0.0 0.3 -0.413
C -2.272712 -1.350910 1.563441 2.3 0.4 -2.6 -0.349
H -0.159076 -4.323546 1.560776 -0.8 0.8 0.8 0.327
H -1.950933 -4.172680 2.056266 1.5 0.6 0.0 0.165
H -0.682674 -3.335693 3.104710 -0.1 -0.6 -1.2 0.004
H 0.553217 -2.642267 -0.314593 -1.1 1.1 0.4 0.178
H 0.165991 -0.372905 -1.687796 -0.9 -0.6 1.4 0.388
H -1.852079 1.270790 -1.004897 0.3 -1.6 0.9 0.275
H -3.883916 0.753902 2.365870 0.1 -0.1 -1.0 0.236
H -3.640191 1.909869 0.963907 0.2 -1.3 0.2 0.324
H -5.721272 -0.290409 2.500784 0.0 -0.1 -1.1 0.345
H -6.951579 0.095449 1.197188 0.8 -0.9 0.5 0.212
H -6.396712 -2.464181 2.107230 0.4 0.6 -1.7 -0.705
H -7.071596 -3.230716 -0.562871 -0.3 1.3 0.9 0.297
H -8.284120 -2.514325 0.612904 0.9 0.6 -0.8 -0.063
H -7.389781 -1.415486 -0.665091 -0.3 -1.0 0.8 0.194
H -4.977660 -2.763953 -0.369499 -0.2 0.6 0.8 0.170
H -2.943042 -1.585210 2.456355 1.0 0.3 -1.5 0.306
C 0.617486 0.168896 4.723310 -0.5 -0.5 -0.1 -0.621
C -0.501781 -0.816060 4.741449 -0.4 -0.3 0.0 0.471
N -1.372656 -1.582401 4.755524 1.2 1.0 0.2 -0.503
H 1.076470 0.227157 5.711392 -0.1 0.0 0.0 0.323
H 1.371205 -0.140391 3.996224 -0.1 0.0 0.0 0.077
H 0.239196 1.153803 4.447093 0.0 -0.1 0.0 0.286
C 3.740032 -3.305868 0.548421 -0.3 0.7 0.2 -0.549
C 3.261464 -2.104680 1.291269 -0.3 0.5 0.3 0.295
N 2.889576 -1.170284 1.872926 0.6 -1.3 -0.7 -0.485
H 3.764242 -4.165737 1.213964 -0.1 0.2 0.0 0.039
H 3.068515 -3.519192 -0.284817 0.0 0.2 0.1 0.281
H 4.742335 -3.127523 0.160353 -0.1 0.1 0.1 0.375
C 3.485387 1.931342 -0.595077 0.1 -0.6 -0.3 -0.255
C 3.683638 0.617844 -1.270478 0.0 -0.5 -0.2 0.369
N 3.838074 -0.407016 -1.791674 -0.2 1.3 0.6 -0.506
H 2.661315 2.470122 -1.064592 0.0 -0.1 0.0 0.281
H 3.252519 1.774013 0.459238 -0.1 -0.1 -0.1 0.242
H 4.394007 2.530320 -0.674688 -0.1 -0.2 -0.1 -0.113
C 2.074626 -4.710475 5.132712 0.0 -0.1 -0.7 -0.779
C 2.139075 -5.038266 3.679658 0.0 -0.1 -0.5 0.468
N 2.189121 -5.288976 2.548548 0.0 0.2 1.6 -0.496
H 2.122438 -5.626939 5.722081 0.0 0.0 -0.1 0.307
H 2.912293 -4.067242 5.404769 -0.1 0.0 -0.1 0.256
H 1.140295 -4.192179 5.354163 0.0 0.0 -0.1 0.248
C 5.877676 6.079337 -0.304711 -3.8 1.0 -1.8 -1.075
C 6.074259 4.755157 -0.978954 -0.8 -0.5 -0.9 0.633
N 6.227181 3.728018 -1.507670 -0.4 1.6 0.6 -0.602
H 5.050057 6.613591 -0.789654 -0.3 -0.2 0.0 0.412
H 5.635802 5.934056 0.746285 -0.1 0.0 -0.2 0.354
H 6.769143 6.679531 -0.383788 -1.0 0.6 -0.4 0.330
C 5.960107 -7.083487 0.351534 0.0 0.7 0.3 -0.814
C 6.087803 -5.746754 1.001007 0.1 0.5 0.3 0.444
N 6.187084 -4.706929 1.505675 0.1 -1.6 -0.6 -0.432
H 5.439390 -6.984212 -0.601597 0.0 0.0 0.1 0.262
H 6.949923 -7.505824 0.174728 -0.1 0.1 0.0 0.315
H 5.395299 -7.756654 0.997349 0.0 0.1 0.0 0.266
C -5.961805 3.010363 -1.087270 -0.7 0.5 -0.4 -0.085
C -7.056399 3.889417 -1.598235 -0.4 0.4 -0.2 0.202
N -7.908379 4.573038 -1.995892 1.2 -0.9 0.5 -0.469
H -5.604951 3.381942 -0.126589 -0.1 -0.1 -0.1 0.280
H -6.329691 1.990590 -0.957596 0.2 0.0 0.2 -0.002
H -5.131722 3.001124 -1.795460 -0.1 0.0 0.0 0.062
C 10.121953 4.404927 0.534391 -0.7 0.3 -0.1 -0.746
C 8.723897 4.905354 0.397813 -0.6 0.4 0.0 0.445
N 7.626855 5.292325 0.290726 7.9 -3.4 3.4 -0.440
H 10.721376 4.738598 -0.313677 -0.1 0.0 0.1 0.274
H 10.565279 4.786849 1.454840 -0.1 0.0 -0.1 0.293
H 10.133074 3.314735 0.565005 0.0 0.1 -0.1 0.062
C -0.582872 0.643162 -4.734097 -0.5 0.4 0.4 -0.896
C -1.565513 1.436615 -3.942969 -0.4 0.2 0.2 0.530
N -2.337554 2.048501 -3.331433 1.0 -0.7 -0.9 -0.496
H 0.371401 1.170069 -4.776472 -0.1 0.0 0.1 0.341
H -0.431982 -0.330899 -4.266720 -0.1 0.1 0.0 0.219
H -0.956251 0.498087 -5.748659 -0.1 0.0 0.1 0.334
C -6.195467 -4.913474 4.762303 -0.5 0.5 -0.3 -0.740
C -7.299894 -4.045321 4.262448 -0.4 0.3 -0.2 0.354
N -8.155695 -3.366452 3.873662 1.0 -1.0 0.6 -0.383
H -5.837425 -4.541490 5.722897 -0.1 0.0 -0.1 0.272
H -6.554799 -5.935677 4.887036 0.0 0.1 0.0 0.278
H -5.370197 -4.909777 4.048754 -0.1 0.1 0.0 0.227
C 8.044889 6.628909 -3.774987 -0.5 0.3 0.5 -0.830
C 7.033995 7.377668 -2.973328 -0.4 0.4 0.2 0.524
N 6.247401 7.960358 -2.349309 1.2 -0.5 -1.3 -0.520
H 8.989601 7.174048 -3.782678 -0.1 0.0 0.0 0.300
H 8.205581 5.641582 -3.339186 -0.1 0.1 0.0 0.269
H 7.692274 6.512476 -4.800304 0.0 0.0 0.1 0.292
C -11.465771 -3.283968 2.817974 -0.6 0.1 -0.6 -0.462
C -12.595075 -3.214057 1.844126 -0.5 0.0 -0.4 0.266
N -13.473856 -3.159619 1.087633 1.2 -0.1 1.1 -0.388
H -11.284453 -4.320875 3.102235 0.0 0.1 -0.1 0.251
H -10.560314 -2.875157 2.368212 -0.1 0.0 0.1 0.058
H -11.710166 -2.708029 3.711001 0.0 0.0 -0.1 0.267
C -5.781429 0.006424 -4.000651 0.5 0.1 -0.5 0.228
C -4.762995 -0.086745 -5.086852 0.4 0.0 -0.4 0.272
N -3.966555 -0.159241 -5.930477 -1.1 0.0 1.2 -0.505
H -6.765805 0.197715 -4.430724 0.1 0.0 -0.1 0.323
H -5.812758 -0.929189 -3.440101 0.1 0.2 -0.1 -0.119
H -5.525932 0.820221 -3.320164 0.1 -0.1 -0.1 -0.120
C -3.686333 -4.434260 -4.819190 -0.5 0.4 0.4 -0.848
C -4.665594 -3.642126 -4.021463 -0.3 0.3 0.3 0.433
N -5.426341 -3.026060 -3.400032 1.0 -1.1 -0.8 -0.505
H -2.735406 -3.902916 -4.871020 -0.1 0.0 0.0 0.244
H -3.526764 -5.406186 -4.350859 -0.1 0.1 0.0 0.309
H -4.066612 -4.583577 -5.830317 0.0 0.1 0.1 0.284
C 9.426594 0.443709 2.231230 0.6 0.2 -0.4 -0.783
C 10.706650 0.769371 1.535473 1.5 0.3 -0.8 0.379
N 11.714928 1.013302 0.992012 -2.4 -0.5 1.3 -0.435
H 9.453608 -0.583955 2.595062 0.0 0.1 -0.1 0.332
H 9.282205 1.117446 3.076683 0.1 0.0 -0.1 0.263
H 8.589978 0.554718 1.540011 0.1 0.0 0.0 0.274
C 4.149078 10.049578 -4.374094 -0.6 0.0 -0.5 -0.558
C 3.027010 10.113819 -5.356046 -0.4 0.0 -0.4 0.253
N 2.155138 10.163834 -6.119990 1.2 -0.1 1.0 -0.361
H 4.351896 9.011621 -4.108441 0.0 0.1 0.0 0.126
H 5.048085 10.487732 -4.809059 -0.1 0.0 0.0 0.256
H 3.884803 10.602022 -3.471939 0.0 -0.1 -0.1 0.267
```
Positions in Å, forces in eV/Å.